[1]
The following is a DFT calculation (wB97M-V/def2-TZVPD) of C31H43MnN3OS2Se4Te as an isolated structure.

expectation value of S²: 8.7585
highest occupied orbital energy (alpha / beta): -0.2308 / -0.2318 hartree
ΔE to the lowest compared entry with this formula, charge and spin: 0.0 kcal per mole
orbital gap (alpha / beta): 6.43 / 6.46 eV

```
! RIJCOSX wB97M-V def2-TZVPD def2/J DEFGRID3
* xyz 0 6
Mn -1.3450 1.1602 1.7986
Se 0.4258 2.7147 0.6945
Se -0.9266 4.2624 -0.4572
Te -3.2208 3.9079 0.4931
Se -3.5907 1.3943 0.4994
C 4.0004 0.8699 -4.1185
C 2.6473 1.2029 -4.7352
C 2.0490 2.5019 -4.1979
C 1.5110 2.3863 -2.7762
N 0.3083 1.5699 -2.7175
C 0.2030 0.3159 -2.2211
Se 1.5775 -0.6940 -1.5174
N -1.0933 -0.0600 -2.3300
C -1.6387 -1.3129 -1.8222
C -1.2277 -2.5321 -2.6450
C -1.5084 -2.4183 -4.1411
C -2.9906 -2.4468 -4.4951
C -1.8324 0.9740 -2.8966
C -3.1856 1.1065 -3.1776
C -3.5990 2.3020 -3.7331
C -2.6937 3.3358 -3.9983
C -1.3484 3.2033 -3.7114
C -0.9383 1.9998 -3.1551
H 4.4094 -0.0491 -4.5396
H 3.9165 0.7207 -3.0415
H 4.7192 1.6719 -4.3022
H 1.9505 0.3797 -4.5495
H 2.7468 1.2811 -5.8205
H 1.2461 2.8439 -4.8559
H 2.8098 3.2887 -4.2057
H 1.2501 3.3626 -2.3623
H 2.2319 1.9232 -2.1047
H -2.7206 -1.1871 -1.7997
H -1.3090 -1.4253 -0.7841
H -1.7695 -3.3905 -2.2354
H -0.1640 -2.7117 -2.4784
H -1.0004 -3.2402 -4.6510
H -1.0504 -1.5022 -4.5260
H -3.4638 -3.3554 -4.1157
H -3.1417 -2.4174 -5.5744
H -3.5251 -1.5959 -4.0742
H -3.8971 0.3320 -2.9353
H -4.6483 2.4483 -3.9493
H -3.0583 4.2636 -4.4176
H -0.6522 4.0114 -3.8821
N 0.0001 -0.4290 1.7035
S 0.6637 -1.4881 2.6714
C 0.1953 -3.1422 2.1673
C -0.5566 -3.8919 3.0578
C -1.0176 -5.1434 2.6692
C -0.7304 -5.6197 1.4003
C 0.0190 -4.8545 0.5126
C 0.4920 -3.6106 0.8930
C 2.4124 -1.5267 2.2806
C 3.2088 -2.5370 2.8040
C 4.5651 -2.5325 2.5266
C 5.1099 -1.5273 1.7351
C 4.3018 -0.5230 1.2267
C 2.9405 -0.5105 1.5041
H 0.2629 -0.5724 0.7198
H -0.7871 -3.4982 4.0400
H -1.6065 -5.7382 3.3544
H -1.0948 -6.5921 1.0957
H 0.2310 -5.2261 -0.4811
H 1.0527 -3.0001 0.1993
H 2.7748 -3.3275 3.4042
H 5.1963 -3.3172 2.9215
H 6.1686 -1.5324 1.5130
H 4.7207 0.2558 0.6043
H 2.3007 0.2661 1.1051
C -0.0988 1.2564 7.4270
C -1.3078 1.3283 6.5091
S -0.7933 1.4836 4.7883
O -1.9947 1.0780 3.9495
C -0.6620 3.2819 4.6209
C -2.0105 3.9798 4.5767
H -0.4241 1.0980 8.4543
H 0.4801 2.1804 7.4035
H 0.5623 0.4367 7.1468
H -1.9719 2.1572 6.7537
H -1.8962 0.4101 6.5175
H -0.1029 3.4218 3.6907
H -0.0257 3.6112 5.4461
H -2.7019 3.4467 3.9240
H -1.8789 4.9790 4.1640
H -2.4600 4.0739 5.5652
*
```

[2]
The following is a DFT calculation (wB97M-V/def2-TZVPD) of a 2-piece molecular cluster, C9H14O overall.

highest occupied orbital energy: -0.3161 hartree
ΔE to the lowest compared entry with this formula, charge and spin: 30.5 kcal per mole
orbital gap: 9.49 eV
SMILES string: Cc1ccc(O)cc1.CC

```
! RIJCOSX wB97M-V def2-TZVPD def2/J DEFGRID3
* xyz 0 1
C -0.4029 1.1831 0.3920
C -1.2298 0.0393 -0.1066
C -0.7207 -1.2023 -0.5592
C -1.4204 -1.9157 -1.5033
C -2.7573 -1.6274 -1.7866
O -3.4314 -2.4549 -2.6706
C -3.3811 -0.5868 -1.1258
C -2.5346 0.3151 -0.4802
H -0.5029 1.4041 1.4561
H -0.6282 2.0463 -0.2353
H 0.6624 1.2396 0.2125
H 0.0813 -1.6097 0.0500
H -1.0108 -2.8196 -1.9279
H -2.9863 -2.3844 -3.5181
H -4.4344 -0.4704 -1.2101
H -3.0359 1.2282 -0.1629
C 4.0091 0.9366 1.0796
C 2.9392 0.9532 2.1812
H 3.6058 1.0949 0.0833
H 4.7536 1.6844 1.3240
H 4.5650 -0.0023 1.0967
H 2.7020 -0.0155 2.6089
H 1.9537 1.2932 1.8497
H 3.2048 1.6713 2.9526
*
```

[3]
The following is a DFT calculation (wB97M-V/def2-TZVPD) of C14H23Cl5FeGePSe5 as an isolated structure.

expectation value of S²: 0.8509
highest occupied orbital energy (alpha / beta): -0.2685 / -0.2697 hartree
ΔE to the lowest compared entry with this formula, charge and spin: 4.4 kcal per mole
orbital gap (alpha / beta): 6.25 / 7.01 eV

```
! RIJCOSX wB97M-V def2-TZVPD def2/J DEFGRID3
* xyz 0 2
Fe 1.7785 -0.0694 0.3330
Se 4.2232 0.1084 0.4517
Se 4.4493 -0.4832 2.6875
Se 3.0512 1.1488 3.5629
Se 1.0797 0.5561 2.4214
C -4.8362 1.2025 1.5238
Ge -3.6323 0.6322 0.0927
C -3.3980 2.0434 -1.2411
C -4.3139 -0.9765 -0.7864
C -1.8646 0.3053 0.9174
Se -0.5779 -0.4616 -0.3292
C -0.9898 -2.3082 0.0963
H -5.8320 1.4026 1.1274
H -4.4684 2.1118 1.9995
H -4.9211 0.4273 2.2855
H -4.3302 2.2136 -1.7801
H -2.6372 1.7564 -1.9686
H -3.0976 2.9812 -0.7726
H -5.2468 -0.7365 -1.2976
H -4.5171 -1.7717 -0.0687
H -3.6100 -1.3449 -1.5336
H -1.9049 -0.3549 1.7842
H -1.4488 1.2510 1.2595
H -2.0633 -2.4421 -0.0062
H -0.6608 -2.5172 1.1114
H -0.4629 -2.9425 -0.6111
C 2.7016 3.3555 0.7353
P 1.8307 2.1582 -0.3043
C 0.2280 2.9907 -0.5552
C 2.6180 2.3598 -1.9363
H 2.6946 4.3287 0.2413
H 3.7228 3.0216 0.9041
H 2.1985 3.4246 1.6989
H 0.3805 3.9892 -0.9677
H -0.2785 3.0838 0.4054
H -0.4011 2.4197 -1.2396
H 2.6834 3.4162 -2.2013
H 2.0325 1.8394 -2.6946
H 3.6218 1.9346 -1.9111
Cl 2.2940 -0.9574 -2.1410
C 2.3286 -2.3545 -1.0752
C 2.0531 -2.0603 0.2447
C 2.0443 -3.1503 1.1089
Cl 1.5961 -2.9411 2.7682
C 2.3378 -4.4422 0.6609
Cl 2.3177 -5.7720 1.7526
C 2.6359 -4.6726 -0.6836
Cl 2.9969 -6.2583 -1.2425
C 2.6260 -3.6082 -1.5794
Cl 2.9683 -3.8371 -3.2477
*
```

[4]
The following is a DFT calculation (wB97M-V/def2-TZVPD) of one molecule with the formula C2H5PS.

highest occupied orbital energy: -0.3286 hartree
ΔE to the lowest compared entry with this formula, charge and spin: 21.0 kcal per mole
orbital gap: 9.92 eV
SMILES string: P[C@@H]1CS1

```
! RIJCOSX wB97M-V def2-TZVPD def2/J DEFGRID3
* xyz 0 1
P 1.3044 -1.3953 0.1647
C -0.2993 -0.9455 -0.6175
C -1.1438 0.4817 -0.5247
S -1.8785 -0.9425 0.2278
H 1.4071 -0.5556 1.3921
H 2.0255 -0.4406 -0.4444
H -0.3810 -1.4339 -1.6605
H -0.8562 1.3564 0.1283
H -1.3949 0.6167 -1.5460
*
```

[5]
The following is a DFT calculation (wB97M-V/def2-TZVPD) of one molecule with the formula C13H20.

highest occupied orbital energy: -0.2799 hartree
ΔE to the lowest compared entry with this formula, charge and spin: 57.8 kcal per mole
orbital gap: 8.22 eV
SMILES string: C/C=C\C=C1/C(C)=CCCC1(C)C

```
! RIJCOSX wB97M-V def2-TZVPD def2/J DEFGRID3
* xyz 0 1
C 2.6627 -2.1423 -2.0759
C 1.6893 -2.9327 -1.2238
C 0.7427 -2.4423 -0.2861
C 0.7246 -0.9979 -0.0380
C -0.2779 -0.1037 0.2341
C -1.7602 -0.3849 0.3483
C -2.2842 -1.6726 0.0156
C -2.6559 0.5594 0.9473
C -2.1429 1.9242 1.4568
C -1.0410 2.3272 0.3806
C 0.1709 1.3933 0.3638
C 1.0227 1.5906 1.6380
C 1.1466 1.7205 -0.8404
H 3.5310 -2.8334 -2.2514
H 2.9238 -1.1153 -1.6405
H 2.2292 -2.0038 -3.0763
H 1.6275 -4.0512 -1.2410
H 0.1153 -3.0853 0.2807
H 1.7305 -0.6577 -0.0919
H -1.9890 -1.8738 -0.9031
H -3.3927 -1.6105 -0.0765
H -1.8539 -2.4653 0.7061
H -3.7346 0.3442 1.0609
H -1.8089 1.9049 2.4904
H -2.7841 2.7182 1.2953
H -0.7660 3.4653 0.5862
H -1.4252 2.2125 -0.6334
H 0.3577 1.6728 2.5147
H 1.4663 2.5403 1.6634
H 1.7560 0.7672 1.7160
H 1.1708 2.8095 -1.0504
H 2.0597 1.2636 -0.5820
H 0.7891 1.1590 -1.6877
*
```

Question: ΔE to the lowest compared entry with this formula, charge and spin of number 1 (C31H43MnN3OS2Se4Te)?
Answer: 0.0 kcal per mole

Question: Which value of ΔE to the lowest compared entry with this formula, charge and spin does entry 4 give?
Answer: 21.0 kcal per mole